[1]
{"formula": "C28H39N3O5PdSSi", "method": "wB97M-V/def2-TZVPD", "elements": ["Pd", "C", "C", "C", "C", "O", "Si", "S", "O", "C", "C", "C", "C", "O", "C", "C", "C", "C", "H", "H", "H", "H", "H", "H", "H", "H", "H", "H", "H", "H", "H", "H", "H", "H", "H", "H", "H", "H", "H", "H", "H", "H", "H", "H", "H", "C", "O", "C", "C", "C", "C", "C", "C", "N", "N", "C", "C", "C", "C", "O", "C", "N", "C", "C", "C", "C", "H", "H", "H", "H", "H", "H", "H", "H", "H", "H", "H", "H"], "positions_angstrom": [[1.2364, -0.5026, -0.0327], [4.7814, -2.5829, -0.8013], [3.2661, -2.5810, -0.7778], [2.6793, -2.0118, -2.0578], [2.6815, -3.9452, -0.4709], [2.8966, -1.5994, 0.2916], [2.7795, -1.7020, 2.0083], [0.6684, -1.3112, 1.9958], [3.2734, -3.1628, 2.4238], [3.4876, -3.7543, 3.7454], [4.8859, -3.3792, 4.2040], [3.3505, -5.2519, 3.5436], [2.4235, -3.2273, 4.6964], [3.6947, -0.5786, 2.6899], [3.6744, 0.7838, 3.1694], [3.0374, 1.6898, 2.1234], [2.8866, 0.8200, 4.4700], [5.1289, 1.1581, 3.3953], [5.1331, -3.3097, -1.5346], [5.1741, -2.8697, 0.1747], [5.1704, -1.6004, -1.0686], [3.0203, -2.6025, -2.9082], [3.0217, -0.9854, -2.2232], [1.5856, -2.0595, -2.0499], [2.8571, -4.5998, -1.3255], [1.6034, -3.8746, -0.3115], [3.1408, -4.3866, 0.4086], [5.6301, -3.7599, 3.5040], [5.0832, -3.8124, 5.1851], [4.9924, -2.2964, 4.2735], [4.0926, -5.6074, 2.8282], [2.3552, -5.4986, 3.1722], [3.5077, -5.7732, 4.4880], [2.5276, -2.1486, 4.8440], [2.5218, -3.7047, 5.6714], [1.4247, -3.4456, 4.3126], [1.9534, 1.5618, 2.1276], [3.4336, 1.4482, 1.1331], [3.2707, 2.7326, 2.3423], [1.8690, 0.4604, 4.3103], [2.8374, 1.8408, 4.8517], [3.3717, 0.2009, 5.2256], [5.6769, 1.1567, 2.4523], [5.5996, 0.4444, 4.0710], [5.1979, 2.1517, 3.8389], [-9.3102, 3.6115, -6.7857], [-7.8808, 3.4837, -6.5696], [-7.3853, 3.4187, -5.3790], [-8.1587, 3.4966, -4.1875], [-7.5242, 3.4089, -2.9941], [-6.1029, 3.2141, -2.9276], [-5.3276, 3.1832, -4.1445], [-5.9560, 3.2805, -5.3305], [-5.6037, 3.0894, -1.7254], [-4.3641, 2.9647, -1.4749], [-3.6298, 1.9329, -1.3225], [-4.1742, 0.5770, -1.4287], [-3.3925, -0.4912, -1.2843], [-1.9444, -0.3620, -1.0208], [-1.2110, -1.3168, -0.9831], [-1.4018, 1.0202, -0.7951], [-0.1092, 1.1199, -0.4476], [0.4092, 2.3310, -0.2570], [-0.3354, 3.4967, -0.4046], [-1.6641, 3.3985, -0.7460], [-2.2135, 2.1328, -0.9503], [-9.4406, 3.5322, -7.8579], [-9.6475, 4.5849, -6.4358], [-9.8373, 2.8043, -6.2820], [-9.2279, 3.6372, -4.2311], [-8.0670, 3.4691, -2.0596], [-4.2500, 3.0999, -4.0962], [-5.4232, 3.2734, -6.2715], [-5.2355, 0.4752, -1.6187], [-3.7759, -1.5006, -1.3556], [1.4503, 2.3740, 0.0327], [0.1332, 4.4550, -0.2330], [-2.2825, 4.2816, -0.8424]], "lowdin_charge": [0.70, 0.00, -0.59, -0.05, -0.01, -0.33, -0.08, 0.45, -0.14, -0.61, -0.01, -0.02, -0.03, -0.13, -0.63, -0.06, -0.02, -0.02, 0.11, 0.10, 0.10, 0.11, 0.09, 0.07, 0.11, 0.10, 0.08, 0.10, 0.10, 0.08, 0.09, 0.09, 0.10, 0.07, 0.10, 0.09, 0.05, 0.08, 0.10, 0.07, 0.10, 0.09, 0.09, 0.09, 0.10, 0.02, 0.02, -0.22, 0.04, 0.07, -0.24, 0.05, 0.05, 0.16, 0.13, -0.17, 0.04, 0.06, -0.31, 0.09, -0.12, 0.02, -0.07, 0.01, 0.04, -0.07, 0.11, 0.11, 0.11, 0.13, 0.14, 0.13, 0.14, 0.13, 0.14, 0.10, 0.13, 0.13], "e_lumo_ev": -7.706, "de_lowest_ev": 0.000, "homo_lumo_gap_ev": 5.441, "total_charge": 2, "max_force_ha_per_bohr": 0.016}

[2]
{"formula": "C2H6N2O2", "method": "wB97M-V/def2-TZVPD", "elements": ["N", "C", "O", "H", "H", "H", "N", "C", "O", "H", "H", "H"], "positions_angstrom": [[1.9139, -0.7653, 0.3117], [1.8072, 0.5922, 0.3619], [1.3672, 1.3191, -0.4910], [1.6732, -1.2535, -0.5544], [2.3621, -1.2738, 1.0779], [2.1642, 0.9375, 1.3623], [-1.6354, 0.6425, -0.6443], [-2.1357, -0.4907, -0.1533], [-1.5606, -1.5271, -0.1621], [-0.6351, 0.6724, -0.8564], [-2.1581, 1.5130, -0.5196], [-3.1629, -0.3663, 0.2673]], "lowdin_charge": [0.12, -0.43, 0.00, 0.12, 0.11, 0.13, 0.12, -0.48, 0.02, 0.07, 0.11, 0.13], "e_lumo_ev": 0.886, "de_lowest_ev": 0.248, "homo_lumo_gap_ev": 10.725, "smiles": "NC=O.NC=O", "total_charge": 0, "max_force_ha_per_bohr": 0.050}

[3]
{"formula": "C5H10Br2Si", "method": "wB97M-V/def2-TZVPD", "elements": ["C", "C", "Si", "Br", "Br", "C", "C", "C", "H", "H", "H", "H", "H", "H", "H", "H", "H", "H"], "positions_angstrom": [[-0.9508, -1.2958, 2.0039], [-0.3839, -0.0933, 1.9483], [1.2767, 0.1877, 0.9049], [3.0721, -0.8706, 1.6328], [1.8065, 2.2784, 0.8934], [1.1673, -0.1476, -1.2082], [-0.2803, -0.2874, -1.5904], [-1.1142, 0.9321, -1.0508], [-2.0005, -1.5227, 2.3179], [-0.3481, -2.1320, 1.5563], [-0.7872, 0.8053, 2.4213], [1.5602, 0.7805, -1.6288], [1.9401, -0.8561, -1.4071], [-0.8634, -1.2463, -1.3487], [-0.1355, -0.0245, -2.7776], [-0.4874, 1.8581, -0.9747], [-2.0289, 1.0179, -1.6097], [-1.4428, 0.6162, -0.0827]], "lowdin_charge": [-0.09, -0.31, -0.21, 0.33, 0.39, -0.32, -0.33, -0.14, 0.08, 0.07, 0.05, 0.05, 0.03, 0.12, 0.14, 0.06, 0.06, 0.02], "e_lumo_ev": 0.596, "de_lowest_ev": 0.598, "homo_lumo_gap_ev": 9.807, "smiles": "C=C[Si](Br)(Br)CCC", "total_charge": 0, "max_force_ha_per_bohr": 0.078}

[4]
{"formula": "C15H25ILaNO4P2S", "method": "wB97M-V/def2-TZVPD", "elements": ["C", "I", "H", "H", "H", "La", "P", "C", "C", "H", "H", "H", "H", "H", "H", "C", "H", "H", "H", "P", "C", "C", "H", "H", "H", "C", "H", "H", "H", "H", "H", "H", "C", "O", "O", "C", "N", "S", "O", "O", "C", "C", "C", "C", "C", "C", "H", "H", "H", "H"], "positions_angstrom": [[-0.6066, 0.3474, -3.6561], [1.4475, 0.4834, 1.2694], [0.3330, 0.4474, -4.2461], [-1.2587, 1.2365, -3.6897], [-1.1100, -0.6292, -3.7651], [0.7417, 0.3227, -1.6042], [0.4320, 2.9863, -1.5166], [-1.0057, 3.5893, -0.7308], [1.9010, 3.3448, -0.5663], [2.0976, 4.3704, -0.8804], [0.8604, 4.5701, -3.0311], [2.7494, 2.6858, -0.7980], [1.4711, 2.9970, -3.6838], [-1.1004, 3.1995, 0.2877], [1.6670, 3.2655, 0.5015], [0.6402, 3.5149, -3.1882], [-0.8199, 4.6639, -0.7574], [-0.2822, 3.3582, -3.7536], [-1.9002, 3.3184, -1.2990], [0.4108, -2.3301, -1.4819], [-1.0588, -2.9610, -0.7744], [0.6203, -2.8691, -3.1596], [2.7528, -1.9964, -0.7803], [2.0836, -3.6896, -0.8453], [1.7012, -2.6055, 0.4942], [1.9100, -2.6552, -0.5731], [1.4285, -2.3333, -3.6715], [0.8792, -3.9118, -2.9694], [-0.8538, -4.0316, -0.7108], [-1.9474, -2.6208, -1.3076], [-0.3222, -2.7532, -3.7014], [-1.2293, -2.5713, 0.2293], [-1.7754, 0.4270, -0.9230], [-2.8271, 0.3689, -0.6077], [0.2090, -3.1620, 1.6300], [0.0666, -1.9350, 1.7548], [-0.4319, -1.0145, 0.4570], [-1.7971, 0.1239, 1.7500], [-1.6667, 1.6024, 1.5914], [-3.0921, -0.5598, 1.8343], [-0.9446, -0.2807, 3.2103], [-1.0022, 0.4823, 4.3508], [-0.3061, 0.0165, 5.4614], [0.4118, -1.1839, 5.4028], [0.5224, -1.9041, 4.2241], [-0.1132, -1.3722, 3.1021], [-1.5662, 1.4041, 4.3311], [-0.3369, 0.6069, 6.3700], [0.9148, -1.5496, 6.2834], [1.1031, -2.8137, 4.1370]], "lowdin_charge": [-0.29, 0.99, 0.00, 0.00, -0.02, 1.19, 0.59, -0.24, -0.31, 0.07, 0.07, 0.04, 0.07, 0.04, 0.01, -0.23, 0.07, 0.07, 0.08, 0.67, -0.21, -0.22, 0.06, 0.08, 0.01, -0.24, 0.07, 0.07, 0.10, 0.09, 0.07, 0.02, -0.20, 0.16, 0.07, -0.48, -0.41, 0.79, -0.35, -0.22, -0.37, -0.02, 0.00, 0.00, 0.03, -0.29, 0.14, 0.13, 0.13, 0.14], "e_lumo_ev": [-9.486, -8.095], "de_lowest_ev": 9.494, "homo_lumo_gap_ev": [4.339, 6.113], "total_charge": 2, "max_force_ha_per_bohr": 0.117}

[5]
{"formula": "C3H3F", "method": "wB97M-V/def2-TZVPD", "elements": ["C", "C", "C", "F", "H", "H", "H"], "positions_angstrom": [[0.9179, 0.5327, -0.0122], [2.4773, 0.7001, 0.0326], [-0.0906, -0.4256, 0.0182], [3.0705, -0.4792, -0.0135], [0.5447, 1.5521, -0.0743], [-1.1171, -0.1167, -0.0019], [0.1321, -1.4777, 0.0737]], "mulliken_spin": [0.01, 1.51, 0.34, 0.13, -0.01, 0.01, 0.01], "spin_multiplicity": 3, "s_squared": 2.034, "e_lumo_ev": [1.166, -1.709], "de_lowest_ev": 0.000, "homo_lumo_gap_ev": [9.387, 8.723], "total_charge": 0, "max_force_ha_per_bohr": 0.110}